1.
{
  "formula": "C10H12S2",
  "method": "ωB97M-V/def2-TZVPD",
  "orbital_gap_ev": [7.2, 6.2],
  "lumo_energy_ev": [0.6, -2.8],
  "relative_energy_kj_mol": 0.0,
  "homo_ev": [-6.63, -9.00],
  "spin_multiplicity": 3,
  "energy_ha": -1184.4564,
  "species": ["C", "C", "C", "C", "C", "C", "C", "C", "C", "C", "S", "S", "H", "H", "H", "H", "H", "H", "H", "H", "H", "H", "H", "H"],
  "xyz": [[2.613, -2.170, -1.271], [2.709, -1.551, -0.006], [1.333, -2.063, -1.866], [1.604, -1.064, 0.631], [0.214, -1.751, -1.177], [0.289, -1.108, 0.112], [-1.981, 2.966, 0.830], [-0.945, 2.464, -0.111], [-1.048, 1.390, -0.814], [-0.804, -0.778, 0.944], [-0.545, 0.172, 2.425], [-2.337, -1.455, 0.792], [3.508, -2.535, -1.775], [3.643, -1.558, 0.559], [1.198, -2.608, -2.756], [1.851, -0.375, 1.589], [-0.774, -1.800, -1.677], [-1.500, 2.925, 1.832], [-2.300, 3.961, 0.736], [-0.001, 3.082, -0.214], [-0.363, 1.056, -1.562], [-1.845, 0.625, -0.825], [-1.747, -0.179, 2.858], [-2.774, 2.354, 0.746]],
  "atomic_forces_ev_per_a": [[-0.618, 1.742, 0.800], [0.792, -1.208, -0.619], [1.782, -2.152, 0.434], [0.332, 3.082, 2.432], [-2.099, 1.921, 1.138], [1.197, -1.567, -0.412], [3.638, 0.428, 1.422], [1.330, 2.998, 0.349], [-0.895, -2.625, -1.970], [0.801, 0.213, 0.435], [-0.021, -0.420, -0.623], [-0.700, -0.266, -0.229], [-0.471, -0.046, 0.007], [-0.106, 0.182, -0.382], [-0.162, -0.133, -1.424], [-0.881, -2.052, -2.022], [0.677, -0.136, 0.342], [-0.696, -0.144, -0.230], [-0.209, 1.501, -0.677], [-1.157, -0.687, 0.065], [1.052, 0.312, -0.138], [-0.231, 1.112, 0.476], [-0.373, 0.113, 0.611], [-2.981, -2.169, 0.216]],
  "lowdin_spin": [0.13, 0.00, -0.01, 0.10, 0.10, 0.04, 0.01, 0.01, 0.00, 0.47, 0.17, 0.94, 0.01, 0.00, 0.00, 0.01, 0.01, 0.00, 0.00, 0.00, 0.00, 0.00, 0.02, 0.00]
}

2.
{
  "formula": "C3H2F2N2O",
  "method": "ωB97M-V/def2-TZVPD",
  "orbital_gap_ev": 9.8,
  "lumo_energy_ev": 0.5,
  "relative_energy_kj_mol": 329.7,
  "homo_ev": -9.33,
  "energy_ha": -499.8407,
  "smiles": "On1cc(F)c(F)n1",
  "species": ["O", "N", "C", "C", "F", "C", "F", "N", "H", "H"],
  "xyz": [[-0.485, -1.600, 2.138], [-0.144, -0.726, 1.084], [0.711, 0.419, 0.999], [0.650, 0.793, -0.319], [1.411, 1.567, -1.051], [-0.563, 0.174, -0.714], [-0.699, 0.332, -2.086], [-0.950, -0.812, 0.050], [-0.975, -2.468, 1.579], [1.321, 0.628, 1.819]],
  "atomic_forces_ev_per_a": [[-1.219, -2.202, -2.213], [-0.323, 1.115, 0.046], [-0.209, -3.048, 0.405], [-2.303, -0.409, 2.070], [0.048, 0.507, 0.145], [2.814, 0.479, -3.835], [-1.592, -0.914, 1.294], [-0.379, 0.279, -0.876], [2.154, 3.879, 2.118], [1.007, 0.314, 0.846]],
  "nbo_charge": [-0.51, 0.12, -0.14, 0.27, -0.27, 0.42, -0.32, -0.31, 0.50, 0.23]
}